{
  "formula": "C8H27N9O5Pb",
  "method": "ωB97M-V with the def2-TZVPD basis set",
  "e_tot_ha": -1382.46459,
  "e_above_lowest_kj_mol": 376.1,
  "charge": 2,
  "e_homo_ev": -14.9,
  "gap_ev": 9.3,
  "species": ["Pb", "C", "O", "N", "N", "H", "H", "H", "H", "C", "O", "N", "N", "H", "H", "H", "H", "C", "O", "N", "N", "H", "H", "H", "H", "C", "O", "N", "N", "H", "H", "H", "H", "C", "C", "C", "O", "C", "N", "H", "H", "H", "H", "H", "H", "H", "H", "H", "H", "H"],
  "coordinates": [[27.19, 7.77, -12.33], [30.39, 6.39, -12.94], [29.69, 7.40, -13.03], [30.93, 5.82, -13.97], [30.70, 5.84, -11.83], [31.42, 4.94, -13.95], [30.69, 6.17, -14.89], [31.26, 5.00, -11.77], [30.37, 6.25, -10.97], [28.95, 11.12, -12.32], [28.42, 10.17, -12.88], [29.60, 12.01, -13.06], [29.07, 11.30, -11.08], [29.98, 12.87, -12.70], [29.72, 11.76, -14.03], [29.10, 10.42, -10.59], [29.36, 12.18, -10.70], [25.12, 9.21, -15.01], [25.93, 8.93, -14.15], [24.66, 8.36, -15.84], [24.50, 10.30, -15.07], [24.94, 7.39, -15.80], [24.05, 8.58, -16.62], [24.91, 11.10, -14.62], [23.83, 10.23, -15.82], [27.34, 5.24, -14.83], [27.22, 6.34, -14.33], [27.82, 5.04, -16.04], [26.86, 4.11, -14.39], [27.52, 4.13, -16.38], [28.40, 5.72, -16.50], [27.05, 3.27, -14.92], [26.30, 4.10, -13.55], [23.47, 9.27, -11.52], [24.70, 10.22, -11.53], [24.51, 11.42, -10.64], [25.70, 12.12, -10.65], [25.82, 13.34, -9.89], [25.78, 9.47, -11.02], [23.69, 8.51, -12.26], [22.62, 9.78, -11.97], [23.35, 8.75, -10.57], [25.08, 10.70, -12.43], [24.27, 11.01, -9.65], [23.83, 12.19, -11.00], [25.62, 13.15, -8.84], [25.28, 14.22, -10.23], [26.88, 13.56, -9.87], [25.57, 8.97, -10.16], [26.26, 10.30, -10.70]],
  "nbo_charge": [1.6249, 0.7655, -0.7510, -0.7935, -0.7871, 0.4054, 0.4107, 0.4097, 0.4085, 0.7772, -0.7364, -0.8117, -0.7990, 0.4020, 0.4202, 0.4079, 0.4153, 0.7806, -0.7742, -0.7970, -0.7689, 0.4120, 0.4000, 0.4243, 0.4025, 0.7851, -0.7574, -0.8072, -0.7993, 0.3989, 0.4256, 0.4067, 0.4138, -0.6238, -0.0734, -0.0769, -0.5766, -0.2546, -0.9144, 0.2072, 0.2415, 0.2230, 0.2077, 0.1638, 0.1982, 0.1867, 0.1996, 0.1914, 0.3695, 0.4168]
}

{
  "formula": "C8H28B3Cs2O4S2",
  "method": "ωB97M-V with the def2-TZVPD basis set",
  "e_tot_ha": -1533.52438,
  "e_above_lowest_kj_mol": 0.0,
  "charge": -1,
  "e_homo_ev": -4.9,
  "gap_ev": 6.3,
  "species": ["Cs", "Cs", "B", "H", "H", "H", "H", "B", "H", "H", "H", "H", "B", "H", "H", "H", "H", "C", "C", "C", "S", "O", "O", "C", "H", "H", "H", "H", "H", "H", "H", "H", "C", "C", "C", "S", "O", "O", "C", "H", "H", "H", "H", "H", "H", "H", "H"],
  "coordinates": [[2.22, -2.84, -3.18], [3.16, -0.86, 0.90], [0.62, -0.95, -1.05], [-0.24, -1.16, -1.66], [0.25, -0.64, -0.09], [1.23, -1.84, -1.02], [1.09, -0.09, -1.51], [1.59, -5.57, -1.01], [0.85, -6.36, -1.02], [2.31, -5.66, -1.82], [1.10, -4.61, -1.04], [2.16, -5.67, -0.10], [4.72, -2.43, -1.26], [5.10, -2.18, -0.29], [5.43, -3.08, -1.75], [3.81, -3.01, -1.19], [4.55, -1.49, -1.77], [0.35, 4.57, 1.73], [-0.51, 3.75, 0.72], [0.41, 2.57, 0.09], [2.14, 3.20, 0.08], [2.38, 3.67, -1.29], [3.05, 2.24, 0.78], [1.85, 4.63, 1.16], [0.39, 3.95, 2.63], [-0.09, 5.48, 2.12], [-0.82, 4.38, -0.11], [-1.37, 3.24, 1.17], [0.10, 2.28, -0.92], [0.54, 1.62, 0.60], [1.93, 5.44, 0.44], [2.62, 4.69, 1.94], [-2.34, -0.63, 1.16], [-3.73, -0.77, 1.84], [-4.77, -1.08, 0.68], [-4.13, -0.28, -0.87], [-4.98, 0.91, -1.16], [-3.86, -1.26, -1.96], [-2.57, 0.27, -0.05], [-2.19, -1.60, 0.67], [-1.45, -0.44, 1.76], [-4.04, 0.24, 2.14], [-3.82, -1.28, 2.80], [-5.81, -0.83, 0.87], [-4.69, -2.16, 0.52], [-2.65, 1.32, 0.24], [-1.90, 0.32, -0.91]],
  "mulliken_charge": [1.0913, 1.0266, 0.2325, -0.2536, -0.4525, -0.5186, -0.1726, 0.5291, -0.2599, -0.3552, -0.5362, -0.2774, 0.5300, -0.4439, -0.2531, -0.5480, -0.2467, -0.7506, -0.5039, -0.4609, 1.1341, -0.6833, -0.6755, -0.7604, 0.2875, 0.4357, 0.3553, 0.2741, 0.3847, 0.2492, 0.3280, 0.4137, -0.5545, -0.7908, -0.7505, 1.0814, -0.6849, -0.6299, -0.3449, 0.2862, 0.3686, 0.3085, 0.3926, 0.4563, 0.3473, 0.2076, 0.1874]
}

{
  "formula": "C8H28BrO6",
  "method": "ωB97M-V with the def2-TZVPD basis set",
  "e_tot_ha": -3347.07832,
  "e_above_lowest_kj_mol": 45.1,
  "charge": -1,
  "e_homo_ev": -6.3,
  "gap_ev": 9.5,
  "species": ["Br", "C", "C", "C", "O", "H", "H", "H", "H", "H", "H", "H", "H", "C", "O", "H", "H", "H", "H", "C", "O", "H", "H", "H", "H", "C", "O", "H", "H", "H", "H", "C", "O", "H", "H", "H", "H", "C", "O", "H", "H", "H", "H"],
  "coordinates": [[0.30, 0.22, 0.58], [1.44, -0.48, -3.93], [1.60, -1.69, -3.04], [2.31, -2.93, -3.68], [2.36, -1.35, -1.94], [0.86, -0.78, -4.81], [2.42, -0.14, -4.25], [0.87, 0.30, -3.42], [0.57, -1.95, -2.82], [2.10, -3.77, -3.02], [3.39, -2.79, -3.71], [1.83, -3.24, -4.61], [1.83, -0.82, -1.35], [0.98, -2.83, 3.05], [-0.13, -2.04, 3.07], [0.79, -3.78, 2.54], [1.77, -2.30, 2.51], [1.22, -3.03, 4.10], [-0.08, -1.34, 2.41], [-1.27, 0.56, 4.67], [-0.33, 1.49, 4.16], [-2.14, 0.49, 4.01], [-0.90, -0.46, 4.75], [-1.67, 0.72, 5.67], [-0.04, 1.12, 3.32], [-1.68, 2.69, -1.98], [-0.36, 2.26, -2.22], [-2.18, 2.99, -2.90], [-2.15, 1.86, -1.45], [-1.69, 3.50, -1.26], [-0.12, 1.73, -1.45], [-3.38, -1.14, -0.19], [-2.48, -1.38, 0.87], [-2.91, -1.36, -1.15], [-4.26, -1.78, -0.09], [-3.72, -0.10, -0.26], [-1.74, -0.79, 0.75], [1.10, 4.06, 1.01], [1.01, 3.18, 2.16], [2.09, 3.97, 0.55], [0.37, 3.70, 0.29], [1.04, 5.08, 1.39], [0.98, 2.34, 1.70]],
  "nbo_charge": [-0.8924, -0.6302, 0.1081, -0.6273, -0.7382, 0.1876, 0.1955, 0.2327, 0.1459, 0.2079, 0.2104, 0.1956, 0.4985, -0.2307, -0.7551, 0.1447, 0.1724, 0.1545, 0.4950, -0.2625, -0.7225, 0.1567, 0.1807, 0.1569, 0.4814, -0.2469, -0.7546, 0.1681, 0.1737, 0.1533, 0.4947, -0.2438, -0.7498, 0.1536, 0.1650, 0.1506, 0.4896, -0.2581, -0.7393, 0.1528, 0.1754, 0.1697, 0.4807]
}

{
  "formula": "C8H28F3NO8",
  "method": "ωB97M-V with the def2-TZVPD basis set",
  "e_tot_ha": -1277.81175,
  "e_above_lowest_kj_mol": 0.0,
  "charge": -2,
  "e_homo_ev": -1.7,
  "gap_ev": 6.9,
  "species": ["N", "H", "H", "H", "H", "O", "H", "O", "H", "C", "O", "O", "C", "F", "F", "F", "C", "C", "H", "H", "H", "H", "H", "H", "C", "O", "H", "H", "H", "H", "C", "O", "H", "H", "H", "H", "C", "O", "H", "H", "H", "H", "C", "O", "H", "H", "H", "H"],
  "coordinates": [[-17.49, 8.56, -13.08], [-16.88, 8.65, -12.21], [-18.49, 8.63, -12.80], [-17.26, 7.60, -13.47], [-17.22, 9.29, -13.73], [-16.86, 5.97, -14.03], [-16.10, 5.82, -14.60], [-15.82, 8.40, -11.02], [-15.31, 8.66, -10.24], [-20.91, 9.72, -11.79], [-20.26, 9.20, -13.02], [-20.12, 9.75, -10.81], [-21.55, 11.09, -12.14], [-20.66, 11.98, -12.61], [-22.56, 11.01, -13.06], [-22.12, 11.67, -11.07], [-21.11, 8.54, -13.93], [-20.26, 7.96, -15.05], [-20.93, 7.54, -15.80], [-19.56, 8.68, -15.46], [-19.68, 7.10, -14.69], [-21.85, 9.23, -14.34], [-21.68, 7.73, -13.46], [-21.80, 9.04, -11.62], [-14.05, 11.27, -11.36], [-14.76, 10.50, -12.29], [-13.60, 10.60, -10.61], [-13.29, 11.88, -11.85], [-14.72, 11.98, -10.86], [-15.25, 9.76, -11.80], [-15.99, 8.06, -16.44], [-17.32, 7.82, -16.04], [-15.77, 9.13, -16.33], [-15.26, 7.51, -15.84], [-15.85, 7.78, -17.50], [-17.29, 7.03, -15.43], [-19.76, 4.91, -12.60], [-18.51, 5.29, -12.10], [-20.09, 5.56, -13.41], [-19.76, 3.84, -12.91], [-20.51, 4.96, -11.80], [-17.94, 5.52, -12.88], [-18.18, 11.78, -14.18], [-17.00, 11.03, -14.44], [-18.06, 12.41, -13.30], [-18.42, 12.46, -15.01], [-19.01, 11.09, -14.01], [-16.26, 11.63, -14.33]],
  "nbo_charge": [-0.9759, 0.4802, 0.4489, 0.4602, 0.4221, -1.2721, 0.4308, -1.2566, 0.4190, 0.3506, -0.6182, -0.8257, 0.9075, -0.3481, -0.3731, -0.3495, -0.0610, -0.6283, 0.1804, 0.2308, 0.2175, 0.1521, 0.1497, 0.0449, -0.2342, -0.8048, 0.1514, 0.1379, 0.1376, 0.5185, -0.2433, -0.7883, 0.1660, 0.1664, 0.1272, 0.5163, -0.2301, -0.7625, 0.1540, 0.1208, 0.1495, 0.5254, -0.2561, -0.7328, 0.1664, 0.1315, 0.2228, 0.4743]
}

| no. | F_max (eV/Å) |
| --- | --- |
| 1 | 6.380 |
| 2 | 4.578 |
| 3 | 2.089 |
| 4 | 1.450 |